[1]
36
Properties=species:S:1:pos:R:3 method="wB97M-V/def2-TZVPD" orbital_gap_ev=10.3 smiles=CO.CO.CO.CO.CO.CO
C -2.8246 1.4605 -2.4268
O -2.3816 0.1346 -2.1799
H -3.8058 1.6532 -1.9886
H -2.1035 2.1240 -1.9506
H -2.8341 1.6913 -3.4949
H -3.0478 -0.4923 -2.4736
C 3.7389 -0.2155 -2.6535
O 4.8291 -1.0386 -2.2469
H 3.6891 0.7078 -2.0680
H 3.9012 0.0529 -3.6927
H 2.7983 -0.7626 -2.5402
H 4.8153 -1.1307 -1.2902
C 0.3391 -0.2304 -0.2713
O -0.2887 -1.4365 0.1578
H 1.4125 -0.3615 -0.1545
H 0.1386 -0.0267 -1.3248
H 0.0036 0.5999 0.3547
H -1.2345 -1.3561 0.0076
C 2.5265 -3.0999 2.7262
O 2.3552 -1.8988 1.9948
H 2.0946 -3.9577 2.2021
H 3.5954 -3.2670 2.8347
H 2.0543 -3.0311 3.7117
H 1.4814 -1.9321 1.5891
C -4.5815 -1.1787 2.0929
O -4.6715 -0.9742 3.4937
H -3.6119 -0.9061 1.6715
H -4.7634 -2.2331 1.8769
H -5.3486 -0.6150 1.5485
H -4.0066 -0.3354 3.7571
C 0.8989 3.7712 0.4768
O 1.6764 3.3857 -0.6497
H 1.4726 3.5674 1.3747
H 0.6489 4.8350 0.4152
H -0.0409 3.2105 0.5117
H 1.0751 3.2861 -1.3917


[2]
39
Properties=species:S:1:pos:R:3 method="wB97M-V/def2-TZVPD" charge=+1 orbital_gap_ev=8.3
Ba -2.5441 -1.3125 -0.8307
O -0.1686 -0.4641 -0.0554
H 0.3077 -1.1153 -0.5827
C 0.4664 1.9830 2.5510
O -0.3647 1.7964 1.4055
H 0.1510 2.8423 3.1358
H 0.3302 1.1217 3.2134
H 1.5225 2.0366 2.2929
H -0.0005 1.0631 0.8788
C -3.7223 2.1995 0.3904
O -2.9116 1.0751 0.7155
H -3.7653 3.0231 1.1085
H -3.4417 2.6261 -0.5736
H -4.7604 1.8563 0.4004
H -2.0430 1.4321 1.0311
C 3.2223 0.2960 -0.5276
O 2.1137 0.5934 -1.3805
H 4.0799 0.9043 -0.8225
H 3.0337 0.5809 0.5126
H 3.5060 -0.7591 -0.5961
H 1.3443 0.3464 -0.8267
C 0.3866 -3.1804 -1.9076
O -0.7945 -3.3576 -1.0993
H 0.5500 -2.1500 -2.2311
H 1.2991 -3.4614 -1.3790
H 0.2831 -3.7968 -2.8021
H -0.7039 -4.2719 -0.8000
C 1.5065 -2.8336 1.9113
O 0.9317 -1.6106 2.2838
H 0.8222 -3.5602 1.4456
H 2.2641 -2.6969 1.1194
H 2.0235 -3.2875 2.7520
H 0.5140 -1.2231 1.4911
C -0.9056 2.5012 -2.2542
O -1.3103 1.2153 -1.8181
H 0.1774 2.6283 -2.2952
H -1.3252 2.7074 -3.2375
H -1.2760 3.2915 -1.5906
H -0.7978 0.9608 -1.0285


The F_max results, record by record, are as follows: 0.5; 2.0 eV/A.